[1]
Density functional theory data (wB97M-V/def2-TZVPD) for a molecular structure, C32H26Cl2GeN2RuS6.

The total charge is -1. As for the total energy: -6825.7939 hartree. As for the spin multiplicity: 2. For the relative energy (zero: lowest compared OMol25 entry of this formula, charge and spin), the calculation gives 253.78 kJ/mol. For the highest occupied orbital energy (alpha / beta), the calculation gives -3.25 / -3.01 eV. The calculation puts the max |F| at 1.98 eV/A.

Geometry as XYZ:
```
70
C32H26Cl2GeN2RuS6 wB97M-V/def2-TZVPD
Ru 1.732 -0.242 -0.362
Cl 0.447 -0.677 -2.622
C 0.290 -2.404 -2.740
C -0.676 -2.891 -3.602
C -0.862 -4.255 -3.731
C -0.048 -5.122 -3.019
C 0.923 -4.623 -2.173
Cl 1.896 -5.761 -1.304
C 1.119 -3.235 -1.967
S 2.273 -2.682 -0.801
H -1.291 -2.195 -4.159
H -1.635 -4.644 -4.381
H -0.170 -6.194 -3.109
C 5.233 2.974 -1.774
S 4.996 2.784 0.020
C 3.254 2.898 0.120
C 2.468 2.024 0.803
S 2.913 0.630 1.719
S 0.764 2.570 0.976
C 0.962 4.124 0.159
S -0.325 5.138 0.001
S 2.479 4.276 -0.670
H 6.234 2.611 -1.996
H 5.141 4.022 -2.058
H 4.492 2.367 -2.288
N 4.714 -0.374 -0.833
C 5.686 -1.086 -1.422
C 5.324 -1.236 -2.741
C 4.093 -0.573 -2.844
N 3.736 -0.045 -1.679
H 4.618 -0.095 0.140
H 6.544 -1.443 -0.877
H 5.863 -1.757 -3.514
H 3.452 -0.469 -3.704
C 0.012 1.358 -0.119
Ge -1.592 0.734 0.860
C -3.238 1.824 0.724
C -4.249 1.644 1.667
C -5.398 2.420 1.633
C -5.550 3.395 0.656
C -4.550 3.586 -0.286
C -3.403 2.803 -0.251
C -1.128 0.797 2.780
C -1.368 1.995 3.460
C -0.983 2.158 4.781
C -0.352 1.117 5.448
C -0.107 -0.078 4.789
C -0.490 -0.232 3.463
C -2.065 -1.117 0.404
C -1.132 -2.131 0.598
C -1.472 -3.459 0.392
C -2.746 -3.784 -0.052
C -3.682 -2.782 -0.269
C -3.345 -1.458 -0.030
H -0.202 1.856 -1.066
H -4.128 0.890 2.437
H -6.174 2.270 2.374
H -6.440 4.012 0.639
H -4.658 4.351 -1.045
H -2.622 2.966 -0.985
H -1.856 2.812 2.937
H -1.164 3.099 5.287
H -0.043 1.242 6.479
H 0.391 -0.889 5.304
H -0.280 -1.167 2.959
H -0.123 -1.876 0.916
H -0.742 -4.239 0.570
H -3.010 -4.821 -0.222
H -4.676 -3.035 -0.619
H -4.077 -0.671 -0.184
```

Löwdin population analysis, charges in e, atoms 1 to 8: 0.345 0.718 -0.648 -0.137 -0.118 -0.144 -0.713 0.623

---

[2]
Density functional theory data (wB97M-V/def2-TZVPD) for a molecular structure, C32H26Cl2N5O4Pb.

The total charge is -1. As for the total energy: -2923.1708 hartree. As for the spin multiplicity: 1. For the relative energy (zero: lowest compared OMol25 entry of this formula, charge and spin), the calculation gives 0.00 kJ/mol. For the highest occupied orbital energy, the calculation gives -4.65 eV. The calculation puts the max |F| at 0.59 eV/A.

Geometry as XYZ:
```
70
C32H26Cl2N5O4Pb wB97M-V/def2-TZVPD
Pb 0.224 0.211 -0.721
C 3.434 -3.134 -1.226
C 2.058 -2.579 -0.944
O 1.794 -1.464 -1.498
C 1.194 -3.319 -0.155
C -0.117 -2.979 0.287
C -0.906 -4.099 0.917
N -0.655 -1.787 0.210
N -1.961 -1.733 0.699
C -2.531 -0.586 0.512
O -2.033 0.464 -0.055
C -3.941 -0.475 1.016
C -4.750 0.552 0.544
C -6.060 0.685 0.993
C -6.564 -0.200 1.936
C -5.753 -1.220 2.422
C -4.452 -1.359 1.964
H 3.538 -3.318 -2.298
H 3.637 -4.053 -0.678
H 4.170 -2.377 -0.951
H 1.546 -4.292 0.156
H -0.366 -5.038 0.820
H -1.887 -4.180 0.452
H -1.086 -3.884 1.972
H -4.330 1.257 -0.162
H -6.678 1.492 0.619
H -7.581 -0.094 2.294
H -6.137 -1.905 3.169
H -3.810 -2.148 2.332
N -0.119 -4.595 -5.730
C -0.644 -3.788 -5.103
C -1.328 -2.777 -4.335
C -2.717 -2.694 -4.354
C -3.333 -1.714 -3.604
C -2.541 -0.849 -2.862
N -1.211 -0.925 -2.847
C -0.610 -1.874 -3.557
H -3.290 -3.396 -4.945
H -4.410 -1.623 -3.577
H -2.969 -0.074 -2.234
H 0.472 -1.926 -3.479
Cl -2.426 5.685 1.594
C -2.936 4.192 2.330
C -4.161 4.180 2.974
C -4.558 3.066 3.690
C -3.702 1.977 3.774
C -2.491 1.997 3.109
Cl -1.434 0.632 3.268
C -2.081 3.085 2.324
N -0.867 3.081 1.679
C -0.698 3.407 0.310
C -1.751 3.402 -0.590
C -1.529 3.663 -1.936
C -0.235 3.913 -2.386
C 0.811 3.902 -1.469
C 0.598 3.657 -0.119
C 1.740 3.608 0.839
C 2.179 2.177 1.236
O 3.368 1.997 1.471
O 1.223 1.309 1.325
H -4.781 5.065 2.928
H -5.514 3.048 4.195
H -3.974 1.095 4.335
H -0.250 2.305 1.922
H -2.744 3.151 -0.238
H -2.360 3.650 -2.632
H -0.042 4.108 -3.433
H 1.826 4.089 -1.805
H 1.473 4.115 1.770
H 2.614 4.104 0.422
```

Löwdin population analysis, charges in e, atoms 1 to 8: 1.529 -0.034 -0.507 -0.258 -0.050 -0.329 -0.050 -0.075

---

[3]
Density functional theory data (wB97M-V/def2-TZVPD) for a molecular structure, C32H26ClN3OPPt.

The total charge is +1. As for the total energy: -2395.1760 hartree. As for the spin multiplicity: 3. For the highest occupied orbital energy (alpha / beta), the calculation gives -9.39 / -11.27 eV. The calculation puts the max |F| at 1.64 eV/A.

Geometry as XYZ:
```
65
C32H26ClN3OPPt wB97M-V/def2-TZVPD
Pt 0.954 0.188 -0.681
C 2.333 -0.358 -4.673
C 2.060 -0.478 -3.225
N 1.114 0.374 -2.574
N 0.411 1.273 -3.232
C -0.298 2.001 -2.325
O -0.159 1.826 -1.055
C -1.217 3.038 -2.803
C -1.387 3.241 -4.174
C -2.266 4.213 -4.620
C -2.973 4.979 -3.702
C -2.804 4.777 -2.338
C -1.929 3.805 -1.884
C 2.692 -1.337 -2.332
C 3.688 -2.266 -2.725
C 4.384 -2.960 -1.774
C 4.112 -2.737 -0.419
C 3.111 -1.853 -0.070
N 2.388 -1.191 -0.976
H 1.690 0.397 -5.117
H 2.151 -1.309 -5.179
H 3.376 -0.082 -4.848
H -0.831 2.637 -4.876
H -2.398 4.371 -5.682
H -3.659 5.738 -4.053
H -3.357 5.376 -1.628
H -1.792 3.633 -0.825
H 3.898 -2.397 -3.776
H 5.152 -3.662 -2.069
H 4.665 -3.241 0.360
H 2.863 -1.652 0.963
Cl 1.937 1.920 1.720
C 1.718 0.772 3.015
C 2.449 0.967 4.174
C 2.297 0.073 5.224
C 1.423 -0.999 5.109
C 0.701 -1.178 3.940
C 0.829 -0.293 2.869
P -0.086 -0.536 1.321
C -1.550 0.526 1.534
C -1.728 1.304 2.672
C -2.852 2.112 2.800
C -3.807 2.132 1.797
C -3.638 1.350 0.660
C -2.515 0.554 0.527
C -0.702 -2.228 1.371
C -1.963 -2.527 1.878
C -2.370 -3.852 1.972
C -1.528 -4.873 1.562
C -0.271 -4.580 1.048
C 0.137 -3.261 0.951
H 3.123 1.809 4.245
H 2.865 0.218 6.133
H 1.302 -1.695 5.927
H 0.019 -2.015 3.856
H -0.992 1.294 3.464
H -2.979 2.719 3.686
H -4.685 2.756 1.899
H -4.382 1.369 -0.126
H -2.390 -0.045 -0.370
H -2.626 -1.735 2.199
H -3.351 -4.082 2.366
H -1.852 -5.903 1.638
H 0.385 -5.375 0.718
H 1.108 -3.039 0.537
```

Löwdin population analysis, charges in e, atoms 1 to 8: 1.071 -0.012 -0.183 -0.203 0.120 -0.374 -0.190 -0.155

---

[4]
Density functional theory data (wB97M-V/def2-TZVPD) for a molecular structure, C32H26N4O3P2SSbSe6Sn.

The total charge is -1. As for the total energy: -17624.0488 hartree. As for the spin multiplicity: 1. For the relative energy (zero: lowest compared OMol25 entry of this formula, charge and spin), the calculation gives 14.33 kJ/mol. For the highest occupied orbital energy, the calculation gives -5.88 eV. The calculation puts the max |F| at 0.37 eV/A.

Geometry as XYZ:
```
76
C32H26N4O3P2SSbSe6Sn wB97M-V/def2-TZVPD
Sn -1.268 -2.782 -3.185
Se -2.284 -1.812 4.073
P -1.292 -0.687 2.610
C 0.444 -0.362 2.995
C 0.741 0.266 4.206
C 2.062 0.469 4.576
C 3.088 0.012 3.761
C 2.798 -0.649 2.574
C 1.479 -0.831 2.191
C -2.185 0.880 2.345
C -1.758 2.099 2.868
C -2.560 3.226 2.757
C -3.798 3.142 2.136
C -4.233 1.929 1.624
C -3.431 0.804 1.727
C -1.254 -1.478 0.974
C -1.087 -1.083 -0.352
N -1.171 -2.230 -1.069
N -1.332 -3.259 -0.242
N -1.394 -2.827 0.977
P -0.685 0.416 -1.264
Se -0.376 -0.137 -3.344
C 0.756 1.175 -0.522
C 0.627 2.035 0.571
C 1.764 2.542 1.174
C 3.022 2.165 0.717
C 3.154 1.295 -0.354
C 2.017 0.816 -0.993
C -2.074 1.557 -1.261
C -1.898 2.932 -1.168
C -2.986 3.775 -1.340
C -4.236 3.249 -1.626
C -4.407 1.874 -1.733
C -3.330 1.027 -1.548
H -0.061 0.547 4.876
H 2.287 0.953 5.518
H 4.122 0.143 4.053
H 3.604 -1.050 1.971
H 1.263 -1.365 1.273
H -0.793 2.175 3.344
H -2.215 4.170 3.159
H -4.424 4.022 2.051
H -5.197 1.858 1.139
H -3.776 -0.148 1.334
H -0.349 2.305 0.944
H 1.669 3.201 2.029
H 3.913 2.519 1.220
H 4.138 0.956 -0.651
H 2.110 0.125 -1.819
H -0.916 3.351 -0.977
H -2.849 4.846 -1.259
H -5.082 3.910 -1.768
H -5.381 1.460 -1.958
H -3.458 -0.050 -1.632
N 1.480 -3.090 -3.974
C 2.595 -2.781 -3.142
C 2.890 -3.552 -2.025
C 3.924 -3.168 -1.178
C 4.651 -2.014 -1.439
C 4.365 -1.267 -2.569
C 3.345 -1.645 -3.419
S 5.970 -1.462 -0.354
O 7.153 -2.166 -0.806
O 5.518 -1.851 0.978
O 5.987 -0.018 -0.574
H 1.534 -2.531 -4.818
H 1.445 -4.068 -4.235
H 2.289 -4.426 -1.797
H 4.147 -3.734 -0.282
H 4.953 -0.379 -2.764
H 3.114 -1.045 -4.293
Se -4.089 -2.290 -3.719
Sb -6.297 -1.664 -1.982
Se -4.619 -2.921 -0.361
Se -7.875 -3.256 -2.690
Se -4.000 -4.148 -2.263
```

Löwdin population analysis, charges in e, atoms 1 to 8: 0.735 0.264 0.494 -0.353 -0.121 -0.080 -0.065 -0.051

---

[5]
Density functional theory data (wB97M-V/def2-TZVPD) for a molecular structure, C32H26NO2S8Sr.

The total charge is -1. As for the total energy: -4656.5983 hartree. As for the spin multiplicity: 1. For the relative energy (zero: lowest compared OMol25 entry of this formula, charge and spin), the calculation gives 72.38 kJ/mol. For the highest occupied orbital energy, the calculation gives -3.64 eV. The calculation puts the max |F| at 1.72 eV/A.

Geometry as XYZ:
```
70
C32H26NO2S8Sr wB97M-V/def2-TZVPD
Sr 0.333 0.508 0.059
S 0.336 5.624 -0.243
C 2.027 5.277 -0.275
C 3.103 6.140 -0.083
C 4.380 5.619 -0.163
C 4.576 4.260 -0.433
C 3.508 3.405 -0.624
C 2.211 3.917 -0.541
N 1.034 3.182 -0.713
C -0.014 3.940 -0.604
C -1.426 3.502 -0.736
C -2.405 4.502 -0.825
C -3.743 4.168 -0.921
C -4.092 2.823 -0.904
C -3.101 1.853 -0.814
C -1.720 2.122 -0.752
H 2.943 7.190 0.131
H 5.234 6.267 -0.010
H 5.584 3.864 -0.480
H 3.654 2.347 -0.797
H -2.134 5.555 -0.826
H -4.498 4.943 -0.998
H -5.140 2.534 -0.956
H -3.440 0.824 -0.772
O -2.269 -1.503 0.446
S -3.521 -2.001 -0.189
C -3.260 -3.758 -0.518
C -1.840 -4.028 -0.978
C -0.882 -4.247 0.182
C 0.561 -4.326 -0.297
S 1.424 -2.729 -0.277
O 0.360 -1.706 -0.632
C 1.654 -2.624 1.487
C 2.853 -3.108 1.994
C 3.101 -3.010 3.353
C 2.163 -2.417 4.191
C 0.974 -1.930 3.670
C 0.709 -2.035 2.310
C -3.452 -1.524 -1.911
C -4.601 -1.594 -2.687
C -4.543 -1.200 -4.015
C -3.348 -0.726 -4.546
C -2.211 -0.646 -3.754
C -2.259 -1.048 -2.427
H -4.007 -4.037 -1.266
H -3.507 -4.278 0.412
H -1.482 -3.185 -1.578
H -1.834 -4.902 -1.635
H -1.142 -5.167 0.715
H -0.995 -3.429 0.893
H 0.630 -4.697 -1.323
H 1.182 -4.969 0.332
H 3.614 -3.492 1.322
H 4.053 -3.335 3.753
H 2.382 -2.296 5.244
H 0.264 -1.416 4.306
H -0.223 -1.635 1.923
H -5.536 -1.936 -2.253
H -5.434 -1.245 -4.631
H -3.309 -0.400 -5.579
H -1.288 -0.249 -4.159
H -1.394 -0.973 -1.778
S 5.870 -0.297 5.236
C 4.804 0.176 4.041
S 4.974 -0.241 2.391
C 3.431 0.325 1.790
C 2.630 0.908 2.717
S 1.027 1.622 2.593
S 3.302 0.941 4.335
S 3.164 0.004 0.079
```

Löwdin population analysis, charges in e, atoms 1 to 8: 1.075 1.089 -0.478 -0.106 -0.107 -0.085 -0.026 -0.299

---

[6]
Density functional theory data (wB97M-V/def2-TZVPD) for a molecular structure, C32H27BCl3N7O3SSr.

As for the total energy: -3679.1981 hartree. As for the spin multiplicity: 1. For the relative energy (zero: lowest compared OMol25 entry of this formula, charge and spin), the calculation gives 0.00 kJ/mol. For the highest occupied orbital energy, the calculation gives -8.68 eV. The calculation puts the max |F| at 0.19 eV/A.

Geometry as XYZ:
```
75
C32H27BCl3N7O3SSr wB97M-V/def2-TZVPD
Sr 0.414 -0.203 0.435
B 0.682 -1.772 3.285
N -0.633 -2.389 2.751
C -1.373 -3.385 3.259
C -2.440 -3.617 2.412
C -2.264 -2.688 1.383
N -1.176 -1.952 1.593
N 1.906 -2.349 2.518
C 2.790 -3.277 2.908
C 3.663 -3.525 1.865
C 3.215 -2.682 0.845
N 2.162 -1.973 1.245
H 0.802 -2.028 4.456
H 0.642 -0.570 3.075
H -1.091 -3.851 4.188
H -3.228 -4.340 2.526
H -2.873 -2.517 0.509
H 2.738 -3.696 3.900
H 4.492 -4.210 1.846
H 3.600 -2.559 -0.156
O -0.774 0.581 -1.624
C 0.326 1.023 -2.064
O 1.450 0.638 -1.655
C 0.264 2.137 -3.092
C -0.920 2.293 -3.855
C -0.988 3.311 -4.755
C 0.110 4.193 -4.886
C 0.120 5.288 -5.783
C 1.205 6.111 -5.857
C 2.334 5.878 -5.038
C 2.352 4.829 -4.165
C 1.238 3.960 -4.069
N 1.300 2.927 -3.184
H -1.733 1.601 -3.694
H -1.870 3.464 -5.365
H -0.750 5.460 -6.407
H 1.207 6.948 -6.544
H 3.188 6.539 -5.109
H 3.204 4.627 -3.531
Cl 7.998 -0.390 -0.155
C 6.996 0.185 1.139
C 5.649 -0.137 1.158
C 4.866 0.319 2.203
C 5.398 1.095 3.230
C 4.512 1.604 4.343
C 3.825 2.915 3.964
N 3.035 2.785 2.753
C 3.409 3.151 1.477
C 2.470 2.635 0.641
N 1.527 1.949 1.384
C 1.904 2.062 2.639
O 3.472 0.705 4.682
C 3.893 -0.605 5.072
C 4.987 -0.573 6.093
C 6.239 -1.079 5.916
Cl 6.836 -1.907 4.535
S 7.266 -0.817 7.265
C 6.012 -0.001 8.101
C 4.868 0.052 7.372
C 6.752 1.400 3.169
Cl 7.496 2.371 4.412
C 7.563 0.954 2.138
H 5.220 -0.735 0.368
H 3.814 0.056 2.230
H 5.127 1.808 5.224
H 4.573 3.690 3.804
H 3.176 3.221 4.784
H 4.299 3.727 1.293
H 2.409 2.684 -0.435
H 1.417 1.620 3.492
H 4.215 -1.180 4.201
H 2.994 -1.073 5.471
H 6.187 0.387 9.091
H 3.957 0.522 7.716
H 8.615 1.199 2.122
```

Löwdin population analysis, charges in e, atoms 1 to 8: 1.558 -0.462 -0.107 -0.088 -0.068 -0.160 -0.074 -0.095

---

> Among the records above, which one has the lowest max |F|?

C32H27BCl3N7O3SSr

---

> What is the total energy in the second record?

-2923.1708 hartree

---

> What is the total energy in the fifth record?

-4656.5983 hartree